Molecular formula: C52H43BO34P
Method: DFT, ωB97M-V/def2-TZVPD

The geometry in XYZ format:
```
131
Properties=species:S:1:pos:R:3:forces:R:3
C -4.508 6.103 4.614 -0.10 -0.64 0.54
B -3.721 4.746 4.811 -0.39 1.48 -2.28
O -3.255 4.116 3.679 -0.81 -0.63 1.38
P -3.488 4.029 6.607 -0.37 0.42 0.42
C -2.078 4.764 7.541 1.40 -1.80 -0.36
C -0.817 3.816 7.364 0.66 3.89 -0.05
C 0.450 4.303 8.202 -0.49 -2.01 0.07
O 0.236 4.365 6.642 -1.85 -3.06 -0.27
H -4.080 6.942 5.182 -0.29 -0.06 -0.20
H -5.545 5.926 4.968 0.37 0.21 0.15
H -4.609 6.323 3.544 0.36 0.10 0.32
H -3.945 3.466 3.439 0.56 -0.13 -0.41
H -3.434 2.624 6.506 0.12 0.23 0.42
H -4.668 4.369 7.311 0.29 -0.35 -0.17
H -1.756 5.723 7.119 -0.40 -0.06 0.27
H -2.285 4.788 8.615 -0.28 0.25 -0.32
H -0.990 2.730 7.299 0.22 0.40 0.07
H 0.520 3.225 8.592 0.79 -0.04 -1.05
H 1.529 4.299 7.916 0.16 1.65 1.44
C 2.988 -0.083 7.867 0.08 -0.09 0.07
C 2.866 1.181 7.452 -0.41 -0.39 -0.23
C 3.823 2.250 7.908 0.52 0.00 0.35
O 3.688 3.391 7.495 -0.63 0.00 -0.20
C 4.877 1.876 8.835 -0.26 0.21 -0.28
C 4.999 0.607 9.253 0.59 0.37 0.40
C 4.063 -0.463 8.782 -0.46 -0.15 -0.31
O 4.224 -1.597 9.179 -0.34 0.21 0.02
O 5.953 0.236 10.098 -0.63 -0.34 -0.27
O 1.876 1.544 6.610 0.47 0.49 0.39
H 2.308 -0.862 7.548 0.01 0.01 -0.03
H 5.547 2.658 9.165 0.02 -0.02 0.00
H 5.841 -0.729 10.239 0.36 -0.06 -0.01
H 1.996 2.499 6.449 0.00 -0.06 -0.16
C 7.104 -6.098 9.699 0.23 -0.12 0.09
C 6.466 -4.929 9.576 -0.41 -0.48 -0.32
C 7.052 -3.657 10.102 0.68 0.20 0.40
O 6.427 -2.623 9.940 0.14 -0.27 0.02
C 8.336 -3.718 10.783 -0.31 0.20 -0.11
C 8.976 -4.888 10.910 0.34 0.48 0.28
C 8.403 -6.160 10.361 -0.51 -0.32 -0.32
O 9.033 -7.190 10.487 0.26 0.17 0.19
O 10.151 -4.986 11.529 -0.29 -0.42 -0.25
O 5.274 -4.827 8.980 0.33 0.47 0.24
H 6.692 -7.023 9.321 -0.01 0.02 -0.01
H 8.739 -2.794 11.173 0.03 -0.02 0.00
H 10.396 -5.931 11.482 0.08 0.03 0.04
H 5.032 -3.880 9.022 -0.12 -0.03 -0.04
C -8.621 4.054 5.023 0.47 -0.23 -0.10
C -9.949 4.070 4.834 0.12 0.55 0.44
C -10.627 3.067 3.947 0.02 -0.56 -0.45
O -11.831 3.113 3.825 -0.01 0.31 0.23
C -9.792 2.080 3.267 -0.19 0.08 0.04
C -8.470 2.072 3.457 -0.27 -0.42 -0.39
C -7.800 3.057 4.363 -0.26 0.53 0.37
O -6.584 2.990 4.513 0.36 -0.14 -0.17
O -7.672 1.184 2.849 0.24 0.61 0.41
O -10.730 4.967 5.418 -0.14 -0.45 -0.37
H -8.122 4.770 5.661 -0.07 0.02 0.02
H -10.286 1.371 2.617 0.03 -0.02 0.01
H -6.768 1.390 3.155 0.02 -0.12 -0.03
H -11.640 4.763 5.123 -0.04 0.09 0.08
C -7.194 -4.216 2.700 -0.09 0.29 -0.03
C -6.082 -4.888 3.024 -0.51 -0.36 -0.09
C -4.768 -4.193 3.194 0.31 0.41 -0.08
O -3.790 -4.842 3.507 -0.15 -0.22 0.01
C -4.722 -2.752 2.969 0.03 -0.08 0.26
C -5.829 -2.084 2.643 0.55 0.30 0.12
C -7.148 -2.774 2.499 -0.34 -0.58 -0.03
O -8.129 -2.110 2.217 0.20 0.32 -0.01
O -5.823 -0.759 2.424 -0.43 -0.28 -0.08
O -6.084 -6.208 3.213 0.46 0.34 0.07
H -8.149 -4.706 2.577 0.02 -0.02 0.01
H -3.763 -2.262 3.077 -0.01 0.02 0.02
H -6.749 -0.526 2.204 0.00 -0.09 -0.04
H -5.163 -6.446 3.436 -0.05 -0.10 -0.01
C -4.490 -3.169 -1.934 0.04 -0.03 0.35
C -4.063 -2.544 -3.039 -0.55 -0.33 -0.13
C -2.824 -1.702 -3.035 0.46 0.22 0.36
O -2.470 -1.171 -4.069 -0.29 -0.10 -0.15
C -2.098 -1.553 -1.778 -0.02 0.07 -0.25
C -2.528 -2.176 -0.676 0.52 0.31 0.08
C -3.752 -3.038 -0.687 -0.52 -0.26 -0.43
O -4.087 -3.593 0.345 0.29 0.08 0.08
O -1.893 -2.065 0.496 -0.45 -0.24 -0.04
O -4.712 -2.638 -4.198 0.48 0.32 0.11
H -5.382 -3.781 -1.925 0.01 -0.01 -0.04
H -1.215 -0.930 -1.782 0.01 -0.02 0.01
H -2.403 -2.613 1.123 0.09 -0.06 0.00
H -4.201 -2.102 -4.835 -0.06 -0.08 -0.09
C 0.161 -1.462 -6.130 -0.13 -0.23 -0.07
C 1.157 -0.570 -6.147 -0.32 -0.01 0.48
C 2.071 -0.433 -7.326 0.17 -0.22 -0.59
O 2.948 0.409 -7.292 -0.10 0.12 0.35
C 1.865 -1.327 -8.462 0.05 0.21 0.00
C 0.870 -2.220 -8.442 0.33 0.03 -0.41
C -0.060 -2.338 -7.275 -0.12 0.16 0.50
O -0.961 -3.156 -7.317 0.08 -0.10 -0.27
O 0.650 -3.057 -9.464 -0.30 0.02 0.42
O 1.393 0.250 -5.116 0.28 0.00 -0.41
H -0.506 -1.568 -5.287 0.00 0.07 -0.02
H 2.543 -1.232 -9.304 -0.21 -0.03 0.28
H -0.121 -3.595 -9.203 0.02 -0.02 -0.07
H 2.161 0.790 -5.384 -0.02 0.02 0.03
C 6.619 -0.997 -10.546 -0.32 -0.01 0.09
C 7.604 -1.079 -11.449 0.22 0.14 0.57
C 7.323 -1.359 -12.894 -0.45 -0.10 -0.49
O 8.254 -1.404 -13.674 0.25 0.05 0.26
C 5.938 -1.569 -13.295 0.26 -0.03 -0.02
C 4.955 -1.490 -12.392 -0.17 -0.13 -0.60
C 5.235 -1.184 -10.954 0.46 0.14 0.36
O 4.301 -1.103 -10.174 0.06 -0.05 -0.45
O 3.674 -1.679 -12.729 0.17 0.16 0.53
O 8.884 -0.916 -11.115 -0.18 -0.10 -0.50
H 6.808 -0.793 -9.502 0.02 0.00 -0.01
H 5.748 -1.786 -14.337 -0.02 0.02 0.01
H 3.164 -1.571 -11.905 -0.07 -0.04 -0.07
H 9.388 -1.022 -11.945 0.05 0.03 0.04
C 3.343 2.585 -14.224 0.22 -0.10 0.18
C 2.243 3.336 -14.355 0.17 -0.28 -0.54
C 1.665 4.092 -13.198 0.04 0.15 0.64
O 0.675 4.774 -13.377 -0.03 -0.10 -0.33
C 2.321 3.969 -11.901 -0.20 0.09 -0.19
C 3.419 3.216 -11.769 -0.17 0.25 0.56
C 4.011 2.481 -12.933 -0.08 -0.14 -0.63
O 5.022 1.824 -12.763 0.04 0.00 0.39
O 4.044 3.078 -10.598 0.16 -0.22 -0.49
O 1.602 3.453 -15.518 -0.15 0.25 0.46
H 3.770 2.036 -15.052 -0.02 0.02 -0.01
H 1.886 4.506 -11.070 0.03 0.00 0.01
H 4.803 2.488 -10.770 0.00 0.01 0.10
H 0.847 4.049 -15.345 0.00 -0.01 -0.08
```
Positions in Å, forces in eV/Å.

Computed properties:
- Charge: +1
- E_LUMO: -4.15 eV
- HOMO: -0.3829 hartree

---

Molecular formula: C52H43ClN3O4PtS3
Method: DFT, ωB97M-V/def2-TZVPD

The geometry in XYZ format:
```
107
Properties=species:S:1:pos:R:3:forces:R:3
Pt 3.099 -0.817 -0.731 0.03 0.21 -0.37
C -1.268 5.477 3.558 0.00 0.00 0.00
C -0.883 4.342 2.654 -0.01 -0.01 0.00
C -0.578 3.089 3.175 0.00 -0.01 0.03
C -0.270 2.026 2.337 0.00 0.07 -0.01
C -0.271 2.218 0.967 -0.06 0.00 0.05
C -0.574 3.461 0.421 0.01 0.00 -0.02
C -0.867 4.515 1.267 0.00 -0.01 0.01
S 0.112 0.813 -0.058 0.13 0.15 -0.12
O 1.183 1.296 -1.029 -0.10 -0.24 -0.05
C -1.405 0.784 -1.010 -0.11 -0.11 0.01
C -1.434 1.321 -2.312 0.06 0.01 0.01
C -2.577 1.227 -3.049 -0.02 0.01 0.00
C -3.731 0.597 -2.520 0.02 0.01 0.00
C -4.922 0.483 -3.278 -0.02 -0.01 -0.01
C -6.028 -0.115 -2.749 0.01 0.00 -0.02
C -5.997 -0.632 -1.435 0.02 0.00 0.02
C -4.863 -0.541 -0.680 -0.04 0.05 0.01
C -3.698 0.075 -1.204 -0.01 0.03 0.00
C -2.495 0.171 -0.445 0.02 -0.03 0.01
C -2.445 -0.323 0.966 -0.02 0.03 0.03
C -3.052 0.473 1.992 0.03 -0.03 -0.01
C -3.681 1.711 1.713 -0.01 0.02 0.00
C -4.209 2.468 2.720 0.00 -0.01 -0.02
C -4.144 2.026 4.058 0.01 0.00 0.01
C -3.543 0.837 4.356 0.00 0.02 0.01
C -2.978 0.036 3.335 0.01 -0.02 0.01
C -2.314 -1.182 3.638 -0.02 0.04 0.00
C -1.736 -1.923 2.656 0.06 -0.02 -0.01
C -1.808 -1.485 1.315 -0.02 0.07 0.01
S -0.919 -2.481 0.096 0.07 -0.04 0.02
O 0.186 -3.131 0.847 0.03 0.03 -0.04
C -2.190 -3.727 -0.115 -0.03 0.01 -0.04
C -3.258 -3.488 -0.964 0.04 -0.01 -0.02
C -4.234 -4.461 -1.111 -0.01 -0.02 0.00
C -4.144 -5.675 -0.433 0.00 0.02 -0.01
C -5.190 -6.740 -0.608 0.00 -0.01 0.00
C -3.045 -5.895 0.396 0.01 0.00 0.00
C -2.064 -4.930 0.558 -0.01 0.00 0.02
H -0.856 5.347 4.558 0.00 0.00 0.00
H -2.355 5.528 3.653 0.00 0.00 0.00
H -0.928 6.434 3.164 0.00 0.00 0.00
H -0.592 2.937 4.247 0.00 0.00 -0.01
H -0.046 1.047 2.734 0.06 -0.15 0.09
H -0.588 3.596 -0.654 0.00 0.00 0.00
H -1.106 5.486 0.850 0.00 0.00 0.00
H -0.550 1.811 -2.700 0.04 -0.03 -0.01
H -2.622 1.640 -4.049 0.00 0.00 0.00
H -4.940 0.882 -4.285 0.00 0.00 0.00
H -6.934 -0.196 -3.334 0.00 0.00 0.00
H -6.881 -1.103 -1.025 0.00 0.00 0.00
H -4.843 -0.944 0.324 0.01 -0.01 0.00
H -3.736 2.063 0.690 0.00 0.00 -0.01
H -4.687 3.412 2.490 0.00 0.00 0.00
H -4.575 2.630 4.846 0.00 0.00 0.00
H -3.488 0.488 5.380 0.00 0.00 0.00
H -2.266 -1.507 4.671 0.00 0.00 0.00
H -1.198 -2.836 2.876 0.01 0.01 -0.03
H -3.332 -2.554 -1.509 0.02 -0.05 0.00
H -5.074 -4.280 -1.770 0.00 0.01 0.00
H -6.054 -6.362 -1.153 0.00 0.00 0.00
H -5.532 -7.114 0.357 0.00 0.00 0.00
H -4.788 -7.589 -1.163 0.00 0.00 0.00
H -2.955 -6.839 0.919 0.00 0.00 0.00
H -1.197 -5.099 1.185 0.00 0.00 0.00
Cl 4.590 -3.312 -2.079 -0.01 0.13 0.00
C 3.268 -2.785 -0.989 0.02 -0.20 -0.11
H 3.386 -3.342 -0.069 0.07 0.10 0.05
H 2.336 -3.059 -1.485 -0.02 -0.03 0.01
C 2.149 -1.039 3.338 -0.06 -0.04 0.18
O 2.162 -0.570 1.982 -0.03 0.01 -0.15
C 3.090 -1.232 1.200 -0.08 0.11 0.29
O 3.903 -1.932 1.756 0.08 -0.11 -0.08
H 1.297 -0.574 3.827 -0.06 0.10 -0.05
H 3.067 -0.778 3.862 -0.04 -0.02 -0.02
H 2.035 -2.122 3.358 -0.02 0.02 -0.02
N 1.485 -0.121 -3.707 -0.08 0.02 0.14
C 2.814 -0.042 -3.802 0.12 -0.04 -0.03
N 3.621 -0.205 -2.780 -0.06 -0.11 0.02
C 4.959 -0.136 -3.190 -0.02 -0.01 0.03
C 6.070 -0.330 -2.373 -0.02 -0.17 -0.10
C 7.331 -0.209 -2.929 0.01 -0.02 -0.01
C 7.501 0.094 -4.281 0.01 0.01 0.01
C 6.404 0.267 -5.107 0.00 0.00 0.01
C 5.141 0.147 -4.543 -0.02 -0.01 0.00
S 3.588 0.276 -5.332 0.00 0.02 0.01
H 1.089 -0.071 -2.776 -0.05 0.00 -0.01
H 0.899 0.018 -4.509 -0.03 0.02 0.02
H 5.924 -0.615 -1.339 0.00 -0.07 -0.02
H 8.202 -0.377 -2.308 0.01 0.00 0.00
H 8.497 0.176 -4.693 0.00 0.00 0.00
H 6.529 0.480 -6.160 -0.01 0.00 0.00
C 3.749 2.714 -2.179 -0.04 -0.05 -0.03
C 4.023 2.519 -0.861 0.07 0.09 0.07
C 5.265 1.924 -0.473 0.03 0.01 0.10
C 5.474 1.566 0.830 -0.04 0.01 0.00
C 4.462 1.822 1.770 -0.03 0.02 0.02
C 3.256 2.460 1.437 0.06 -0.02 0.02
C 3.033 2.804 0.134 -0.02 0.08 -0.01
C 4.663 1.422 3.133 0.02 -0.03 -0.02
N 4.816 1.101 4.225 0.01 0.06 0.01
H 4.481 2.476 -2.944 0.00 0.02 0.01
H 2.783 3.092 -2.493 0.00 0.00 0.02
H 6.015 1.730 -1.229 -0.03 0.12 0.07
H 6.384 1.075 1.144 0.01 0.00 0.01
H 2.511 2.638 2.200 0.01 0.00 -0.01
H 2.106 3.270 -0.165 0.09 0.03 0.03
```
Positions in Å, forces in eV/Å.

Computed properties:
- Charge: +1
- ΔE to the lowest compared entry with this formula, charge and spin: 6.4 kcal/mol
- E_LUMO (spin up / spin down): -5.72 / -5.72 eV
- HOMO (spin up / spin down): -0.3768 / -0.3768 hartree

---

- Which formula does entry 2 have?
  C52H43ClN3O4PtS3

---

- Number 2 is which compound?
  C52H43ClN3O4PtS3